(1)
Molecular formula: C8H11N3O
Method: DFT, the ωB97M-V functional and the def2-TZVPD basis

Last column: natural (NBO) charge in e.
Positions of all 23 atoms, in Å:
C  -2.312  2.381  -1.607  -0.10
C  -1.363  1.723  -0.963  -0.18
C  -2.631  0.373  -2.230  0.15
C  2.105  -0.606  1.402  -0.07
C  1.339  -0.546  0.295  0.03
C  -0.697  -0.665  -0.994  0.57
C  3.489  -1.074  1.361  -0.69
C  -0.810  -0.386  1.527  -0.44
N  -3.142  1.509  -2.319  -0.47
N  -1.524  0.373  -1.370  -0.41
N  0.083  -0.056  0.384  -0.25
O  -0.550  -1.771  -1.434  -0.63
H  -2.676  3.404  -1.560  0.21
H  -0.382  1.991  -0.663  0.22
H  -3.132  -0.548  -2.592  0.20
H  1.589  -0.265  2.305  0.20
H  1.726  -0.820  -0.707  0.24
H  3.876  -1.301  2.427  0.24
H  3.637  -2.082  0.809  0.25
H  4.197  -0.291  0.786  0.26
H  -1.685  0.231  1.291  0.25
H  -0.925  -1.527  1.480  0.24
H  -0.214  -0.047  2.372  0.19

As for the HOMO energy (alpha / beta): -4.29 / -8.48 eV. As for the spin multiplicity: 3. The value obtained for the energy above the lowest of the compared OMol25 structures with the same formula, charge and spin is 12.22 kcal/mol.

(2)
Molecular formula: C8H11N3O2
Method: DFT, the ωB97M-V functional and the def2-TZVPD basis

Last column: natural (NBO) charge in e.
Positions of all 24 atoms, in Å:
C  -3.788  0.165  -1.399  0.15
C  -3.318  2.161  -0.633  0.17
C  -0.373  0.500  1.318  0.64
C  0.630  0.177  -1.026  -0.04
C  -0.959  1.861  -0.336  0.19
C  0.630  -0.296  0.502  -0.26
C  0.300  -1.791  0.590  -0.59
C  2.027  -0.110  0.984  -0.61
N  -4.331  1.399  -1.019  -0.49
N  -2.506  0.204  -1.282  -0.29
N  -2.179  1.457  -0.840  -0.24
O  -0.806  0.539  2.427  -0.50
O  0.164  1.548  -1.020  -0.52
H  -4.362  -0.631  -1.834  0.21
H  -3.550  3.194  -0.467  0.23
H  1.636  0.300  -1.390  0.21
H  -0.099  -0.486  -1.490  0.21
H  -0.946  2.890  0.091  0.21
H  0.936  -2.520  -0.167  0.21
H  -0.760  -2.098  0.444  0.23
H  0.530  -2.209  1.508  0.22
H  2.707  -0.503  0.277  0.21
H  2.270  -0.402  1.995  0.22
H  2.337  0.924  1.149  0.22

As for the HOMO energy: -7.71 eV. As for the spin multiplicity: 1. The value obtained for the energy above the lowest of the compared OMol25 structures with the same formula, charge and spin is 38.72 kcal/mol.

(3)
Molecular formula: C8H11N4
Method: DFT, the ωB97M-V functional and the def2-TZVPD basis

Last column: natural (NBO) charge in e.
Positions of all 23 atoms, in Å:
C  -3.217  -0.063  0.119  -0.06
C  -2.582  -1.217  0.059  -0.30
C  -2.708  1.289  -0.129  -0.46
C  -1.256  -1.689  -0.090  -0.25
C  -1.459  1.612  -0.110  0.43
C  -0.170  -1.166  -0.456  0.49
C  2.018  -0.647  0.170  0.29
C  1.844  -0.872  1.473  -0.43
N  -0.302  1.814  0.101  -0.25
N  0.994  -0.832  -0.769  -0.49
N  3.270  -0.286  -0.429  -0.82
N  0.893  1.973  -0.526  -0.64
H  -4.225  0.033  0.385  0.24
H  -3.167  -2.159  0.328  0.24
H  -3.355  2.072  -0.414  0.26
H  -1.118  -2.797  -0.175  0.31
H  0.965  -1.381  1.860  0.22
H  2.634  -0.514  2.121  0.23
H  1.440  -0.585  -1.607  0.45
H  3.171  0.657  -0.723  0.37
H  4.086  -0.315  0.233  0.41
H  1.493  2.718  0.009  0.40
H  0.751  2.354  -1.431  0.37

As for the HOMO energy: -11.92 eV. As for the spin multiplicity: 1. Its total charge is +1. The value obtained for the energy above the lowest of the compared OMol25 structures with the same formula, charge and spin is 135.26 kcal/mol.

(4)
Molecular formula: C8H11N5O2
Method: DFT, the ωB97M-V functional and the def2-TZVPD basis

Last column: natural (NBO) charge in e.
Positions of all 26 atoms, in Å:
C  1.837  -0.799  -0.671  0.42
C  3.710  -0.070  0.364  0.26
C  1.997  1.387  0.202  0.31
C  0.245  2.379  -0.437  0.25
C  -1.347  0.340  -1.441  0.14
C  -2.910  0.083  0.455  -0.07
C  -1.954  -0.491  1.549  -0.13
C  1.328  0.471  -0.480  -0.05
H  0.303  -2.105  -0.888  0.38
H  1.791  -2.836  -1.092  0.40
H  4.771  -0.431  0.789  0.17
H  -0.716  3.062  -0.420  0.21
H  -1.082  -0.700  -1.388  0.22
H  -1.689  0.853  -2.401  0.22
H  -3.822  0.873  0.949  0.21
H  -3.356  -0.864  -0.129  0.16
H  -2.671  -1.177  2.116  0.19
H  -1.707  0.396  2.141  0.20
H  -0.192  -1.717  1.623  0.50
N  1.201  -1.968  -1.174  -0.81
N  2.984  -1.085  0.041  -0.52
N  3.296  1.115  0.745  -0.44
N  1.291  2.576  0.392  -0.46
N  0.034  1.122  -0.966  -0.42
O  -2.446  0.817  -0.622  -0.55
O  -0.895  -1.232  0.742  -0.77

As for the HOMO energy: -8.91 eV. As for the spin multiplicity: 1. The value obtained for the energy above the lowest of the compared OMol25 structures with the same formula, charge and spin is 94.87 kcal/mol.

(5)
Molecular formula: C8H11N5O4
Method: DFT, the ωB97M-V functional and the def2-TZVPD basis

Last column: natural (NBO) charge in e.
Positions of all 28 atoms, in Å:
C  -0.484  -1.448  1.147  -0.42
N  0.196  -0.111  1.017  -0.23
C  -0.567  0.588  -0.066  -0.42
C  -0.220  0.625  2.283  -0.42
C  1.794  -0.123  0.888  -0.07
C  2.477  0.597  -0.295  -0.18
N  2.384  2.005  -0.319  0.49
O  1.811  2.650  0.595  -0.49
O  2.904  2.592  -1.302  -0.44
C  3.484  0.072  -1.152  0.14
N  3.950  -1.171  -1.109  -0.51
C  3.584  -1.845  -0.057  0.31
N  3.993  -3.137  0.206  -0.11
O  3.387  -3.453  1.407  -0.18
N  2.629  -2.302  1.918  0.38
O  2.076  -2.369  3.018  -0.45
C  2.630  -1.358  0.951  -0.03
H  -0.152  -1.988  2.041  0.25
H  -1.570  -1.231  1.257  0.22
H  -0.338  -2.057  0.243  0.23
H  -0.287  1.634  -0.127  0.26
H  -0.430  0.073  -1.023  0.24
H  -1.631  0.524  0.223  0.21
H  0.141  1.648  2.253  0.26
H  -1.316  0.622  2.318  0.21
H  0.162  0.094  3.175  0.24
H  2.071  0.405  1.828  0.24
H  3.926  0.697  -1.912  0.24

The SMILES is C[N+](C)(C)[C@@H]1C(=[N+]([O-])[O-])C=Nc2no[n+]([O-])c21. As for the HOMO energy: -8.15 eV. As for the spin multiplicity: 1. The value obtained for the energy above the lowest of the compared OMol25 structures with the same formula, charge and spin is 21.31 kcal/mol.

(6)
Molecular formula: C8H11NO
Method: DFT, the ωB97M-V functional and the def2-TZVPD basis

Last column: natural (NBO) charge in e.
Positions of all 21 atoms, in Å:
C  -2.481  0.724  -0.709  -0.16
C  -1.228  0.293  -0.851  -0.29
C  -3.424  -0.013  0.106  0.04
C  -0.864  -1.054  -0.500  0.10
C  -4.576  0.550  0.552  -0.48
C  2.324  -1.547  0.705  -0.42
C  2.929  0.923  0.498  -0.65
C  2.671  -0.484  -0.035  -0.16
N  -2.997  -1.320  0.385  -0.09
O  -1.820  -1.748  0.101  -0.19
H  -2.745  1.752  -1.007  0.22
H  -0.553  0.800  -1.505  0.22
H  -5.216  0.103  1.317  0.21
H  -4.694  1.535  0.310  0.19
H  1.800  -1.539  1.708  0.20
H  0.115  -1.429  -0.210  0.22
H  2.408  -2.580  0.361  0.20
H  2.307  1.524  -0.159  0.21
H  3.953  1.210  0.637  0.23
H  2.502  0.877  1.480  0.21
H  3.120  -0.530  -0.943  0.18

As for the HOMO energy (alpha / beta): -7.59 / -7.10 eV. As for the spin multiplicity: 1. The value obtained for the energy above the lowest of the compared OMol25 structures with the same formula, charge and spin is 161.37 kcal/mol.

(7)
Molecular formula: C8H11NO
Method: DFT, the ωB97M-V functional and the def2-TZVPD basis

Last column: natural (NBO) charge in e.
Positions of all 21 atoms, in Å:
C  0.039  -2.618  -1.488  -0.28
C  0.755  -1.748  -2.360  -0.28
C  -0.565  -1.853  -0.536  -0.06
C  0.505  -0.483  -1.977  -0.05
C  -1.583  1.667  -0.628  -0.50
C  -0.800  0.651  -0.386  0.25
C  1.539  1.497  1.841  -0.23
C  -0.545  0.450  2.255  -0.01
N  -0.404  -0.510  -0.942  -0.43
O  0.316  1.394  2.614  -0.54
H  -0.070  -3.701  -1.371  0.23
H  1.355  -2.026  -3.112  0.21
H  -1.233  -1.973  0.348  0.22
H  0.917  0.415  -2.307  0.21
H  -2.178  1.697  -1.471  0.19
H  -1.676  2.562  -0.126  0.21
H  1.445  1.219  0.746  0.19
H  2.340  0.693  2.233  0.16
H  1.918  2.420  1.981  0.18
H  -0.496  -0.562  2.550  0.14
H  -1.579  0.810  2.135  0.16

As for the HOMO energy (alpha / beta): -7.53 / -7.35 eV. As for the spin multiplicity: 1. The value obtained for the energy above the lowest of the compared OMol25 structures with the same formula, charge and spin is 164.29 kcal/mol.

(8)
Molecular formula: C8H11NO
Method: DFT, the ωB97M-V functional and the def2-TZVPD basis

Last column: natural (NBO) charge in e.
Positions of all 21 atoms, in Å:
C  0.197  0.913  -1.186  -0.38
C  -0.581  -0.238  -0.691  0.04
C  -1.144  -0.564  0.724  0.60
C  0.159  2.526  0.601  -0.56
C  0.277  1.224  1.613  -0.23
C  0.222  2.255  -0.844  0.16
C  0.902  -2.160  -1.023  -0.60
C  -0.482  -1.595  -1.418  -0.47
N  -0.932  0.329  1.659  -0.59
O  -1.866  -1.493  0.981  -0.61
H  0.755  0.528  -2.028  0.22
H  -0.830  2.946  0.586  0.26
H  0.917  3.280  0.920  0.25
H  1.106  0.669  1.190  0.20
H  0.462  1.652  2.557  0.21
H  1.171  -2.942  -1.686  0.21
H  0.925  -2.623  -0.062  0.21
H  1.658  -1.349  -0.984  0.20
H  -1.399  -2.024  -1.057  0.26
H  -0.404  -1.473  -2.508  0.21
H  -1.112  0.141  2.657  0.41

As for the HOMO energy (alpha / beta): -8.06 / -8.60 eV. As for the spin multiplicity: 1. The value obtained for the energy above the lowest of the compared OMol25 structures with the same formula, charge and spin is 125.86 kcal/mol.

(9)
Molecular formula: C8H11NO2S
Method: DFT, the ωB97M-V functional and the def2-TZVPD basis

Last column: natural (NBO) charge in e.
Positions of all 23 atoms, in Å:
C  -1.372  -1.175  1.670  -0.65
C  -0.997  -0.006  0.865  0.05
O  -2.196  0.468  0.320  -0.53
C  -2.216  0.483  -1.118  -0.07
C  -0.740  0.713  -1.475  -0.48
C  -0.190  -0.374  -0.469  0.27
O  -0.383  -1.711  -0.896  -0.72
C  1.423  -0.067  -0.180  -0.01
N  1.653  1.158  0.145  -0.48
C  2.963  1.382  0.493  -0.03
C  3.728  0.258  0.348  -0.45
S  2.749  -1.061  -0.202  0.48
H  -0.702  -1.427  2.510  0.21
H  -1.549  -2.110  1.128  0.23
H  -2.321  -1.002  2.184  0.23
H  -0.356  0.784  1.363  0.21
H  -2.829  1.263  -1.513  0.20
H  -2.611  -0.455  -1.620  0.14
H  -0.518  0.519  -2.564  0.23
H  -0.448  1.636  -0.895  0.26
H  -1.095  -1.714  -1.594  0.48
H  3.347  2.294  0.734  0.21
H  4.662  0.144  0.764  0.23

The SMILES is C[C@@H]1OCC[C@@]1(O)c1nccs1. As for the HOMO energy: -9.28 eV. As for the spin multiplicity: 1. The value obtained for the energy above the lowest of the compared OMol25 structures with the same formula, charge and spin is 48.29 kcal/mol.

(10)
Molecular formula: C8H11NO2S2
Method: DFT, the ωB97M-V functional and the def2-TZVPD basis

Last column: natural (NBO) charge in e.
Positions of all 24 atoms, in Å:
C  -1.047  2.190  -2.233  -0.63
C  0.006  2.131  -1.182  -0.48
S  0.994  0.503  -1.358  0.24
C  1.875  0.614  0.215  -0.17
S  3.079  1.943  0.486  0.26
C  2.199  2.810  1.889  -0.73
C  1.683  -0.339  1.215  -0.32
C  2.548  -0.485  2.353  0.26
N  3.225  -0.479  3.344  -0.28
C  0.413  -1.116  1.274  0.78
O  -0.623  -0.490  1.098  -0.56
O  0.506  -2.482  1.598  -0.48
C  -0.773  -3.051  1.596  -0.29
H  -1.750  1.375  -2.037  0.22
H  -1.659  3.089  -2.265  0.23
H  -0.630  2.108  -3.290  0.21
H  -0.582  2.104  -0.201  0.24
H  0.720  2.945  -1.388  0.23
H  1.845  2.071  2.589  0.23
H  1.386  3.475  1.643  0.22
H  2.904  3.476  2.494  0.24
H  -1.497  -2.905  0.782  0.20
H  -0.669  -4.119  1.726  0.20
H  -1.453  -2.668  2.350  0.19

The SMILES is CCS/C(SC)=C(/C#N)C(=O)OC. As for the HOMO energy: -9.05 eV. As for the spin multiplicity: 1. The value obtained for the energy above the lowest of the compared OMol25 structures with the same formula, charge and spin is 34.12 kcal/mol.

(11)
Molecular formula: C8H11NO2S4SbTc
Method: DFT, the ωB97M-V functional and the def2-TZVPD basis

Last column: natural (NBO) charge in e.
Positions of all 28 atoms, in Å:
Tc  -0.032  -0.001  -0.992  0.52
C  -0.977  -1.920  -1.896  -0.20
C  -1.134  -0.887  -2.843  -0.28
C  -1.872  0.152  -2.212  -0.25
C  -2.172  -0.243  -0.869  -0.29
C  -1.603  -1.547  -0.682  -0.31
H  -0.366  -2.799  -2.033  0.25
H  -0.750  -0.882  -3.850  0.24
H  -2.156  1.089  -2.662  0.25
H  -2.740  0.324  -0.147  0.28
H  -1.662  -2.146  0.213  0.24
N  0.345  0.357  1.096  -0.75
C  1.678  -0.006  1.593  -0.22
C  1.917  -1.492  1.416  -0.53
C  2.126  -1.933  -0.028  0.80
O  2.773  -2.938  -0.258  -0.64
O  1.609  -1.193  -0.970  -0.70
H  0.173  1.351  1.265  0.44
H  -0.364  -0.121  1.645  0.38
H  1.778  0.275  2.645  0.19
H  2.406  0.575  1.025  0.21
H  1.068  -2.056  1.819  0.21
H  2.792  -1.817  1.978  0.23
S  -2.343  2.367  1.913  -0.85
Sb  -1.199  4.223  1.201  1.05
S  0.231  2.194  -1.345  -0.09
S  0.924  3.347  0.260  -0.42
S  -0.449  5.729  2.719  -0.76

As for the HOMO energy (alpha / beta): -4.51 / -4.95 eV. As for the spin multiplicity: 2. Its total charge is -1. The value obtained for the energy above the lowest of the compared OMol25 structures with the same formula, charge and spin is 0.07 kcal/mol.

(12)
Molecular formula: C8H11NO2S4SbTc
Method: DFT, the ωB97M-V functional and the def2-TZVPD basis

Last column: natural (NBO) charge in e.
Positions of all 28 atoms, in Å:
Tc  -0.862  -0.438  -0.560  0.75
C  -1.048  1.864  -0.297  -0.28
C  -1.374  1.550  -1.654  -0.27
C  -2.531  0.744  -1.648  -0.24
C  -2.911  0.515  -0.294  -0.29
C  -2.011  1.252  0.530  -0.24
H  -0.176  2.410  0.022  0.27
H  -0.785  1.835  -2.509  0.27
H  -2.996  0.289  -2.507  0.26
H  -3.706  -0.135  0.047  0.30
H  -2.010  1.248  1.607  0.26
N  1.895  0.841  1.802  -0.85
C  2.794  -0.128  1.167  -0.22
C  3.168  0.347  -0.234  -0.51
C  1.905  0.590  -1.045  0.82
O  1.699  1.630  -1.643  -0.66
O  1.101  -0.440  -1.011  -0.72
H  2.417  1.628  2.169  0.35
H  1.399  0.412  2.574  0.37
H  2.256  -1.071  1.084  0.23
H  3.709  -0.308  1.746  0.16
H  3.765  -0.421  -0.732  0.23
H  3.745  1.273  -0.205  0.20
S  -4.223  -2.876  0.758  -0.84
Sb  -2.035  -3.328  0.411  1.38
S  -0.690  -1.584  1.464  -0.51
S  -1.384  -2.346  -1.744  -0.44
S  -1.108  -5.353  0.703  -0.77

As for the HOMO energy (alpha / beta): -4.89 / -4.95 eV. As for the spin multiplicity: 4. Its total charge is -1. The value obtained for the energy above the lowest of the compared OMol25 structures with the same formula, charge and spin is 0.03 kcal/mol.